Record 1
The following is a quantum chemistry calculation of C25H33CoN6O7S as an isolated structure, from the Open Molecules 2025 dataset.

The HOMO energy (spin up / spin down) is -4.336 / -4.389 eV. The value obtained for the molecular weight is 620.57 g/mol. Its charge is -1. The gap between HOMO and LUMO (spin up / spin down) is 7.0 / 7.0 eV. The spin multiplicity is 2.

Last column: Löwdin spin population.
Cartesian coordinates (Å):
1 Co 0.501619 -0.943306 -0.669717  0.942
2 C 4.507427 -2.251136 -0.012168  0.001
3 C 3.113237 -1.977210 -0.490405  0.002
4 N 2.102877 -1.835600 0.292782  0.037
5 O 2.405470 -1.726217 1.664885  0.008
6 C 2.844864 -1.772504 -1.898507  -0.003
7 C 3.748347 -2.217613 -3.001699  -0.001
8 N 1.723319 -1.133230 -2.153228  -0.017
9 O 1.394119 -0.817526 -3.333503  -0.008
10 H 4.708503 -1.698093 0.901749  0.000
11 H 5.234776 -1.981634 -0.775398  0.000
12 H 4.616910 -3.314994 0.210542  0.000
13 H 2.555083 -0.752431 1.740357  0.000
14 H 4.199367 -3.184472 -2.771154  0.000
15 H 4.554792 -1.504580 -3.205363  0.000
16 H 3.150688 -2.307985 -3.907719  0.000
17 C -3.971210 -0.955857 -6.611348  0.000
18 C -3.228045 -1.620164 -5.482346  0.000
19 C -2.451335 -0.881165 -4.601264  0.000
20 C -1.771364 -1.485591 -3.550254  0.001
21 C -1.877799 -2.854913 -3.379924  0.000
22 C -2.644373 -3.616323 -4.255484  0.000
23 C -3.312596 -3.000090 -5.297543  0.000
24 S -1.009506 -3.716937 -2.083802  0.002
25 O -1.941590 -4.701947 -1.572302  0.001
26 O 0.214869 -4.201961 -2.659040  0.000
27 N -0.677231 -2.601364 -1.002170  0.004
28 C -1.387497 -2.345220 0.132626  0.000
29 C -2.407978 -3.050936 0.794890  0.000
30 C -2.906334 -2.507558 1.958177  0.000
31 C -2.409781 -1.307197 2.473184  0.000
32 C -1.394461 -0.680988 1.779707  -0.001
33 N -0.917176 -1.191838 0.651370  -0.007
34 H -3.682098 0.090555 -6.707533  0.000
35 H -5.050670 -0.992071 -6.446120  0.000
36 H -3.769095 -1.452749 -7.562130  0.000
37 H -2.360869 0.190921 -4.735002  0.000
38 H -1.148180 -0.888407 -2.900326  0.001
39 H -2.718077 -4.685378 -4.102352  0.000
40 H -3.911020 -3.595105 -5.979500  0.000
41 H -2.766502 -3.980708 0.384911  0.000
42 H -3.696399 -3.029299 2.486137  0.000
43 H -2.796727 -0.879770 3.387651  0.000
44 H -0.939014 0.250644 2.095136  0.000
45 C -2.368108 3.005398 0.972106  0.000
46 C -1.540272 3.308828 2.201142  0.000
47 O -0.340802 2.570285 2.112402  0.000
48 C 0.551471 2.785383 3.195135  0.000
49 C 0.235815 1.887216 4.380074  0.000
50 H -3.357677 3.458175 1.052383  0.000
51 H -2.479055 1.928287 0.846731  0.000
52 H -1.878232 3.388899 0.078278  0.000
53 H -2.096051 3.038262 3.109481  0.000
54 H -1.306086 4.381331 2.265974  0.000
55 H 0.520842 3.842611 3.491426  0.000
56 H 1.551589 2.567112 2.821946  0.000
57 H -0.775499 2.056722 4.754610  0.000
58 H 0.935620 2.079531 5.195776  0.000
59 H 0.331372 0.839696 4.093142  0.000
60 C -0.280970 3.539902 -2.380464  0.001
61 N 0.552897 2.908204 -1.375926  0.000
62 C 1.572293 3.573159 -0.753991  0.000
63 C 2.374521 2.966462 0.131205  0.000
64 C 2.167900 1.551647 0.433508  0.000
65 O 2.891445 0.968257 1.261478  -0.001
66 N 1.155384 0.931995 -0.214102  0.006
67 C 0.329319 1.573822 -1.068547  0.004
68 O -0.614947 0.963160 -1.585264  0.028
69 H 0.254091 4.391327 -2.798664  0.000
70 H -1.230253 3.879805 -1.962188  0.000
71 H -0.493694 2.817061 -3.164132  0.000
72 H 1.688662 4.612624 -1.034115  0.000
73 H 3.181890 3.491507 0.617901  0.000

Cartesian forces (eV/Å) of the 2 atoms listed first:
Co 0.414 -0.177 -0.131
C -0.013 0.005 -0.001

---

Record 2
The following is a quantum chemistry calculation of C15H15N7O2RuS2 as an isolated structure, from the Open Molecules 2025 dataset.

The relative energy (zero: lowest compared OMol25 entry of this formula, charge and spin) comes out at 9.30 kcal per mole. The HOMO energy (spin up / spin down) is -11.095 / -11.382 eV. The value obtained for the molecular weight is 490.54 g/mol. Its charge is +1. The gap between HOMO and LUMO (spin up / spin down) is 7.7 / 7.2 eV. The spin multiplicity is 2.

Last column: Löwdin spin population.
Cartesian coordinates (Å):
1 Ru -0.108913 0.620811 -0.350344  0.758
2 N 2.289655 3.064066 -2.932973  0.001
3 C 1.471629 2.199895 -2.320214  0.004
4 S 0.981722 2.600925 -0.667417  0.106
5 N 1.076680 1.153490 -2.999140  -0.006
6 N 0.242483 0.345944 -2.280004  -0.019
7 C -0.277514 -0.678098 -2.861211  0.046
8 C -1.044142 -1.572402 -2.004650  0.002
9 C -1.647967 -2.726258 -2.483301  0.008
10 C -2.316779 -3.551286 -1.597420  -0.001
11 C -2.352584 -3.207928 -0.254455  0.010
12 C -1.730205 -2.043874 0.153877  -0.003
13 N -1.098647 -1.230300 -0.690973  0.006
14 H 2.670532 3.850099 -2.439345  0.000
15 H 2.609426 2.859389 -3.864888  0.000
16 H -0.078601 -0.872212 -3.906935  0.001
17 H -1.577704 -2.965107 -3.535187  0.000
18 H -2.794199 -4.456214 -1.947343  0.000
19 H -2.846302 -3.835519 0.473153  0.001
20 H -1.705547 -1.762624 1.199575  0.000
21 C 2.071357 0.787171 3.925837  0.000
22 N 2.141824 0.011564 2.689043  0.002
23 C 3.127921 -0.930315 2.446516  0.002
24 C 3.210669 -1.627702 1.304559  0.001
25 C 2.255033 -1.400217 0.220987  0.007
26 O 2.246330 -1.947345 -0.859506  0.013
27 N 1.293376 -0.448156 0.553854  0.032
28 C 1.227907 0.227308 1.720035  0.006
29 O 0.265445 1.050519 1.805071  0.000
30 H 2.853777 0.435640 4.592103  0.000
31 H 1.102585 0.648349 4.400347  0.000
32 H 2.219190 1.844731 3.717759  0.000
33 H 3.825516 -1.068696 3.260515  0.000
34 H 3.990492 -2.358570 1.157849  0.000
35 S -3.563311 3.565231 0.400997  0.002
36 C -3.750315 2.156010 1.345831  0.000
37 C -2.868206 1.212196 0.947235  -0.001
38 N -2.053411 1.591219 -0.094614  0.016
39 C -2.317443 2.822204 -0.466823  0.005
40 H -4.483764 2.088114 2.130879  0.000
41 H -2.768571 0.228575 1.374930  0.000
42 H -1.789425 3.319374 -1.264212  0.001

Cartesian forces (eV/Å) of the 2 atoms listed first:
Ru -0.286 0.662 0.624
N 0.000 -0.008 0.020

---

Record 3
The following is a quantum chemistry calculation of a 3-piece molecular cluster, C6H15N2O2 overall at a distorted geometry, from the Open Molecules 2025 dataset.

The relative energy (zero: lowest compared OMol25 entry of this formula, charge and spin) comes out at 39.56 kcal per mole. The HOMO energy is -11.777 eV. The value obtained for the molecular weight is 147.20 g/mol. Its charge is +1. The gap between HOMO and LUMO is 8.9 eV.

Last column: natural (NBO) charge in e.
Cartesian coordinates (Å):
1 C 0.581286 -1.815786 0.475073  -0.218
2 C -0.525073 -1.266997 -0.434467  -0.452
3 C -1.314280 -0.127699 0.122449  -0.143
4 C -2.628719 -0.257319 0.541082  -0.052
5 N -3.024095 0.997485 0.946529  -0.482
6 C -2.067020 1.914192 0.708638  -0.019
7 C -0.972684 1.243374 0.163655  -0.386
8 N 1.294654 -0.660919 1.109091  -0.687
9 H 1.188087 -2.578274 -0.015242  0.241
10 H 0.199009 -2.368267 1.335483  0.216
11 H -0.153595 -0.880908 -1.384894  0.259
12 H -1.151983 -2.159278 -0.524410  0.243
13 H -3.271673 -1.096222 0.749100  0.228
14 H -3.955631 1.352961 1.067187  0.428
15 H -2.194639 2.981930 0.674268  0.232
16 H -0.240077 1.616543 -0.541627  0.223
17 H 1.974486 -0.944463 1.819349  0.438
18 H 1.877946 -0.070804 0.505620  0.456
19 H 0.600689 -0.066624 1.573521  0.460
20 H 2.389793 -0.545437 -3.023416  0.468
21 H 1.315039 -0.920517 -3.960355  0.481
22 O 1.466891 -0.343586 -3.196274  -0.945
23 H 2.167830 1.942952 0.086339  0.476
24 H 3.550808 2.379991 0.546723  0.507
25 O 2.892946 1.673682 0.656583  -0.972

Cartesian forces (eV/Å) of the 2 atoms listed first:
C -0.553 0.149 0.352
C 0.066 -0.249 0.398

---

Record 4
The following is a quantum chemistry calculation of a 4-piece molecular cluster, C2H12NO3 overall at a distorted geometry, from the Open Molecules 2025 dataset.

The relative energy (zero: lowest compared OMol25 entry of this formula, charge and spin) comes out at 53.97 kcal per mole. The HOMO energy is -14.500 eV. The value obtained for the molecular weight is 98.12 g/mol. Its charge is +1. The gap between HOMO and LUMO is 9.0 eV.

Last column: natural (NBO) charge in e.
Cartesian coordinates (Å):
1 C 1.640663 -1.928219 -1.610528  -0.449
2 C 1.144947 -0.886697 0.533401  0.151
3 N 0.942323 -1.000489 -0.736282  -0.423
4 H 0.983951 -2.528831 -2.206093  0.260
5 H 2.286550 -1.439032 -2.371621  0.245
6 H 2.236923 -2.657692 -0.991389  0.233
7 H 2.044479 -1.301422 1.026943  0.204
8 H 0.279495 -0.899945 1.229381  0.280
9 H 0.496518 -0.280805 -1.318702  0.482
10 H -1.745182 2.732021 3.278261  0.476
11 H -3.100721 2.529917 3.907812  0.484
12 O -2.446354 2.078637 3.357805  -0.959
13 H 0.967736 1.702469 -3.562567  0.486
14 H -0.333172 2.124170 -2.992838  0.490
15 O 0.307649 1.407051 -2.921075  -0.968
16 H -2.298117 0.672803 1.433624  0.503
17 H -1.807814 -0.338070 2.408498  0.487
18 O -1.599868 0.014137 1.535367  -0.981

Cartesian forces (eV/Å) of the 2 atoms listed first:
C 2.975 -0.575 0.222
C -0.709 -2.590 0.898